Density functional theory data (wB97M-V/def2-TZVPD) for a molecular structure, C37H43O2ReSi in a non-equilibrium geometry.

Positions of all 84 atoms, in Å:
O  -1.9356  2.6916  -1.9131
C  -3.3963  2.6683  -2.0224
C  -3.4450  2.9990  -3.5060
H  -3.8035  3.4680  -1.3968
H  -3.8489  1.6914  -1.8078
C  -1.8956  2.9070  -3.3550
H  -3.8168  4.0071  -3.7105
H  -3.9141  2.2323  -4.1359
C  -1.1063  4.1691  -3.6692
H  -1.2361  4.9105  -2.8670
H  -1.4246  4.5918  -4.6357
H  -0.0360  3.9241  -3.6954
C  -1.4405  1.6537  -4.0738
H  -2.0112  0.7983  -3.6864
H  -0.3698  1.4879  -3.8478
H  -1.5965  1.7410  -5.1557
Re  1.0004  -1.2037  -0.7664
C  0.1021  -3.4120  -1.5173
C  -0.6329  -3.1613  -0.3275
C  -1.2518  -1.8767  -0.4300
H  -0.7589  -3.8481  0.5022
C  -0.9451  -1.3361  -1.7266
C  -0.0557  -2.2842  -2.3918
H  0.3176  -2.2238  -3.4087
H  0.6484  -4.3208  -1.7451
H  -1.9167  -1.4279  0.2950
H  -1.4039  -0.4517  -2.1503
C  3.0208  -0.5009  -0.9418
C  2.4495  -0.5980  -2.2466
C  1.2841  0.2253  -2.2684
H  2.8595  -1.1614  -3.0819
C  1.1171  0.8517  -0.9775
C  2.2095  0.4031  -0.1556
H  2.3823  0.6685  0.8743
H  3.9431  -0.9732  -0.6406
H  0.7102  0.4200  -3.1630
H  0.3166  1.5173  -0.6682
O  -3.1443  5.0295  -0.5342
C  -3.8206  5.8661  -1.5421
C  -4.8004  6.8546  -0.9056
H  -4.3827  5.1788  -2.1948
H  -3.0767  6.3388  -2.2058
C  -4.9655  6.3351  0.5313
H  -5.7562  6.8490  -1.4347
H  -4.4204  7.8795  -0.8966
C  -3.8536  5.2705  0.7070
H  -5.9490  5.8590  0.6513
H  -4.8811  7.1243  1.2879
H  -4.2910  4.3133  1.0202
H  -3.1399  5.5670  1.4889
C  3.6836  -6.3663  -0.1518
C  2.3876  -6.3202  0.3667
C  1.8946  -5.1313  0.9228
C  2.6538  -3.9483  0.9043
C  3.9179  -3.9864  0.2804
C  4.4346  -5.1868  -0.2222
Si  1.9421  -2.3323  1.6028
C  0.5130  -2.7030  2.7593
C  -0.5933  -1.8284  2.7878
C  -1.7075  -2.1114  3.5822
C  -1.7052  -3.2295  4.4233
C  -0.5853  -4.0675  4.4570
C  0.5138  -3.8106  3.6234
C  3.1671  -1.2511  2.5723
C  2.8301  -0.7636  3.8515
C  3.7902  -0.1524  4.6714
C  5.1093  -0.0121  4.2233
C  5.4405  -0.4231  2.9290
C  4.4729  -1.0058  2.1060
H  4.1045  -7.3128  -0.4972
H  1.7540  -7.2079  0.3476
H  0.9057  -5.1390  1.3858
H  4.5147  -3.0778  0.1928
H  5.4295  -5.2032  -0.6731
H  -0.6010  -0.9173  2.1834
H  -2.5830  -1.4558  3.5458
H  -2.5713  -3.4444  5.0568
H  -0.5578  -4.9325  5.1255
H  1.3762  -4.4810  3.6440
H  1.8124  -0.8910  4.2284
H  3.5155  0.1901  5.6700
H  5.8738  0.4059  4.8817
H  6.4629  -0.3104  2.5619
H  4.7662  -1.3054  1.0985

Properties
Spin multiplicity ... 4
E ... -1953.5211 Ha
Energy relative to the best compared isomer or geometry (same formula, charge and spin) ... 56.5 kJ/mol
Total charge ... +1